(1)
Here is a molecular structure, C6H10O from OMol25. Energies are from wB97M-V/def2-TZVPD.

LUMO energy = 0.040 Ha
E = -309.78282 Ha
HOMO energy = -9.430 eV
Energy above the lowest of the compared OMol25 structures with the same formula, charge and spin = 156.3 kJ/mol

Last column: natural (NBO) charge in e.
Element x y z (Å)
C: -1.48 -0.43 -1.21  -0.61
C: -0.31 -0.83 -0.33  -0.21
C: 1.18 -0.45 -0.61  -0.44
C: 1.34 -0.08 0.90  0.11
O: 1.43 1.32 1.17  -0.52
C: 0.03 1.44 0.88  -0.07
C: -0.19 -0.09 1.00  -0.26
H: -2.41 -0.75 -0.72  0.21
H: -1.46 -0.87 -2.21  0.21
H: -1.54 0.66 -1.31  0.20
H: -0.35 -1.91 -0.15  0.20
H: 1.82 -1.25 -0.99  0.21
H: 1.29 0.43 -1.26  0.22
H: 2.00 -0.69 1.52  0.19
H: -0.10 1.84 -0.13  0.17
H: -0.50 2.10 1.58  0.19
H: -0.74 -0.44 1.88  0.21


(2)
Here is 12 unconnected molecules or ions with the total composition C14H52N12O12 at a distorted geometry from OMol25. Energies are from wB97M-V/def2-TZVPD.

Structure (SMILES) = NC(N)=O.NC(N)=O.NC(N)=O.NC(N)=O.NC(N)=O.NC(N)=O.CCO.CCO.CO.CO.CO.CO
LUMO energy = -0.012 Ha
E = -2124.41631 Ha
HOMO energy = -8.765 eV
Energy above the lowest of the compared OMol25 structures with the same formula, charge and spin = 879.5 kJ/mol

Last column: Mulliken charge in e.
Element x y z (Å)
N: 19.64 -8.55 -11.43  -0.25
C: 19.78 -9.14 -12.59  0.28
N: 19.98 -8.33 -13.58  -0.12
O: 19.70 -10.54 -12.74  -0.82
H: 19.49 -9.07 -10.57  0.22
H: 19.71 -7.55 -11.35  0.31
H: 20.12 -8.68 -14.58  -0.04
H: 19.66 -7.42 -13.38  0.66
N: 17.12 -7.43 -20.07  -0.38
C: 17.12 -7.20 -18.83  0.23
N: 17.37 -8.24 -18.13  -0.42
O: 16.92 -5.93 -18.37  -0.57
H: 16.77 -6.71 -20.69  0.30
H: 17.73 -8.12 -20.53  0.21
H: 17.34 -8.17 -17.08  0.40
H: 17.51 -9.15 -18.62  0.27
N: 20.13 -1.82 -19.02  -0.39
C: 19.36 -0.99 -18.38  0.50
N: 19.62 0.26 -18.68  -0.46
O: 18.38 -1.38 -17.50  -0.53
H: 20.27 -2.82 -18.55  0.21
H: 20.76 -1.60 -19.76  0.16
H: 19.02 0.95 -18.24  0.26
H: 20.32 0.56 -19.29  0.13
N: 22.07 -4.60 -12.82  -0.59
C: 22.44 -4.03 -11.71  0.62
N: 22.95 -4.86 -10.87  -0.31
O: 22.19 -2.72 -11.49  -0.74
H: 21.72 -3.95 -13.59  0.47
H: 22.27 -5.64 -13.01  0.25
H: 23.44 -4.45 -10.04  0.29
H: 22.92 -5.88 -10.96  0.17
N: 19.84 -5.46 -19.04  -0.32
C: 20.91 -4.82 -18.80  0.33
N: 20.76 -4.05 -17.80  0.01
O: 22.08 -5.09 -19.44  -0.84
H: 19.87 -5.95 -19.88  0.27
H: 18.90 -5.24 -18.79  0.05
H: 21.68 -3.65 -17.39  0.28
H: 19.92 -3.97 -17.13  0.29
N: 20.42 -9.07 -16.01  -0.41
C: 20.70 -7.88 -16.58  0.38
N: 19.90 -7.66 -17.62  0.06
O: 21.63 -6.92 -16.18  -0.65
H: 21.26 -9.50 -15.60  0.44
H: 19.68 -9.80 -16.34  0.21
H: 19.98 -6.69 -17.92  -0.40
H: 18.95 -8.04 -17.84  0.50
C: 18.02 -5.56 -10.42  -1.50
C: 18.89 -5.03 -11.54  0.34
O: 19.70 -5.99 -12.14  -0.51
H: 17.42 -4.77 -9.95  0.40
H: 18.61 -6.07 -9.64  0.39
H: 17.31 -6.32 -10.80  0.22
H: 19.53 -4.24 -11.10  0.50
H: 18.22 -4.57 -12.28  -0.23
H: 20.54 -5.56 -12.37  0.05
C: 16.27 -6.98 -13.70  -0.25
C: 16.59 -8.24 -14.40  -0.68
O: 17.54 -7.83 -15.32  -0.46
H: 17.11 -6.51 -13.22  -0.43
H: 15.62 -7.15 -12.83  0.44
H: 15.68 -6.25 -14.26  0.37
H: 15.71 -8.67 -14.85  0.39
H: 17.03 -9.02 -13.75  0.32
H: 18.38 -8.19 -14.98  0.00
C: 20.95 -1.75 -15.11  -0.77
O: 21.01 -3.07 -14.58  -0.65
H: 19.90 -1.49 -15.03  0.26
H: 21.10 -1.68 -16.21  0.16
H: 21.62 -1.08 -14.58  0.42
H: 20.22 -3.56 -14.87  0.19
C: 15.83 -2.71 -17.49  -0.80
O: 16.15 -3.75 -16.56  -0.43
H: 16.47 -2.76 -18.39  0.10
H: 15.83 -1.78 -16.92  0.27
H: 14.80 -2.88 -17.75  0.52
H: 15.61 -4.49 -16.90  0.20
C: 18.86 -5.16 -15.65  0.04
O: 18.87 -3.84 -16.06  1.26
H: 19.71 -5.46 -15.11  0.25
H: 18.76 -5.95 -16.44  -0.18
H: 18.01 -5.38 -14.96  -0.04
H: 17.95 -3.71 -16.26  -0.60
C: 15.81 -3.43 -13.25  -0.37
O: 16.65 -2.54 -13.97  -0.55
H: 15.37 -3.03 -12.39  0.40
H: 16.16 -4.49 -13.09  -0.03
H: 14.95 -3.50 -13.95  0.21
H: 16.58 -2.74 -14.86  0.25


(3)
Here is 4 unconnected molecules or ions with the total composition C4H15NO3 at a distorted geometry from OMol25. Energies are from wB97M-V/def2-TZVPD.

Structure (SMILES) = C=NCCC.O.O.O
LUMO energy = 0.025 Ha
E = -441.79573 Ha
HOMO energy = -9.490 eV
Energy above the lowest of the compared OMol25 structures with the same formula, charge and spin = 226.2 kJ/mol

Last column: natural (NBO) charge in e.
Element x y z (Å)
C: -2.50 -0.99 -1.08  -0.07
N: -2.23 0.12 -0.46  -0.43
C: -1.17 1.09 -0.72  -0.25
C: 0.13 0.80 0.22  -0.41
C: 1.25 1.80 -0.16  -0.58
H: -1.84 -1.53 -1.74  0.15
H: -3.37 -1.62 -0.75  0.17
H: -0.78 1.01 -1.72  0.18
H: -1.73 2.06 -0.57  0.21
H: 0.00 0.81 1.36  0.24
H: 0.51 -0.21 0.07  0.21
H: 2.09 1.64 0.69  0.20
H: 1.70 1.60 -1.10  0.18
H: 0.90 2.74 -0.14  0.20
O: 2.20 -1.47 2.45  -0.95
H: 1.27 -1.40 2.78  0.49
H: 2.58 -0.62 2.55  0.46
O: -1.00 -0.77 2.62  -0.95
H: -1.61 -0.89 1.85  0.49
H: -1.62 -0.64 3.27  0.47
O: 2.14 -0.26 -3.44  -0.93
H: 2.13 0.67 -3.29  0.46
H: 2.37 -0.63 -2.57  0.47


(4)
Here is C4H8BN in the gas phase at a distorted geometry from OMol25. Energies are from wB97M-V/def2-TZVPD.

Structure (SMILES) = CB1C=CCN1
LUMO energy = 0.029 Ha
E = -236.82038 Ha
HOMO energy = -9.558 eV
Energy above the lowest of the compared OMol25 structures with the same formula, charge and spin = 34.5 kJ/mol

Last column: natural (NBO) charge in e.
Element x y z (Å)
C: -1.90 -0.61 0.97  -0.95
B: -0.59 -0.19 0.17  0.73
C: 0.07 -0.63 -1.14  -0.50
C: 1.28 -0.11 -1.34  -0.16
C: 1.52 0.86 -0.23  -0.26
N: 0.26 0.81 0.68  -0.79
H: -2.65 -1.23 0.59  0.23
H: -2.49 0.26 1.29  0.23
H: -1.59 -1.07 1.86  0.23
H: -0.38 -1.49 -1.81  0.21
H: 2.00 -0.26 -2.22  0.22
H: 2.40 0.62 0.44  0.20
H: 1.62 1.78 -0.75  0.21
H: 0.46 1.26 1.49  0.39


(5)
Here is a molecular structure, C29H46AsClN5P2S4Tl at a distorted geometry from OMol25. Energies are from wB97M-V/def2-TZVPD.

LUMO energy = -0.017 Ha
E = -6550.31063 Ha
HOMO energy = -7.800 eV

Last column: Mulliken charge in e.
Element x y z (Å)
Tl: 9.69 16.77 12.31  0.85
S: 7.79 21.00 15.29  -0.26
As: 8.57 19.72 13.76  0.73
S: 10.64 19.47 13.48  -0.41
S: 7.44 17.90 13.26  -0.34
S: 7.27 21.53 13.25  -0.22
C: 6.30 15.28 14.26  -1.90
P: 8.00 14.56 13.91  0.80
C: 7.41 12.87 13.43  -0.69
N: 7.47 11.79 14.22  -0.09
C: 6.84 10.66 13.85  0.47
C: 6.77 9.57 14.75  -0.58
C: 6.09 8.47 14.44  -0.55
C: 5.41 8.41 13.22  -0.51
C: 5.49 9.41 12.32  -0.62
C: 6.22 10.60 12.62  0.20
N: 6.40 11.53 11.71  -0.46
C: 7.00 12.65 12.09  0.31
P: 7.32 14.00 10.83  0.95
C: 5.88 13.75 9.70  -1.59
C: 8.77 13.24 9.89  2.06
C: 9.22 14.29 8.84  -1.88
C: 8.44 11.94 9.11  -2.08
C: 9.94 13.02 10.84  -1.54
C: 8.79 14.42 15.59  1.70
C: 9.15 15.86 15.98  -1.87
C: 10.08 13.72 15.42  -1.76
C: 7.92 13.80 16.69  -1.79
H: 5.61 14.52 14.71  0.42
H: 5.79 15.45 13.32  0.40
H: 6.35 16.13 14.88  0.62
H: 7.33 9.61 15.66  0.43
H: 6.01 7.63 15.13  0.38
H: 4.89 7.51 12.86  0.35
H: 4.85 9.38 11.49  0.45
H: 5.91 12.75 9.21  0.33
H: 5.90 14.48 8.85  0.31
H: 5.00 13.85 10.27  0.52
H: 8.42 14.50 8.08  0.29
H: 10.11 13.99 8.32  0.56
H: 9.42 15.24 9.31  0.10
H: 7.62 12.14 8.50  0.52
H: 8.20 11.12 9.71  0.40
H: 9.29 11.73 8.46  0.49
H: 10.39 13.96 11.18  0.10
H: 10.74 12.47 10.36  0.50
H: 9.72 12.40 11.69  0.32
H: 9.63 16.43 15.23  0.33
H: 9.87 15.73 16.82  0.51
H: 8.29 16.35 16.34  0.40
H: 10.65 14.34 14.71  0.32
H: 9.90 12.66 15.18  0.31
H: 10.57 13.68 16.45  0.53
H: 6.91 14.17 16.68  0.35
H: 8.44 13.98 17.68  0.44
H: 7.77 12.75 16.52  0.31
C: 11.42 20.27 7.57  -0.68
C: 12.82 19.79 7.93  -1.05
N: 12.75 18.54 8.67  0.21
C: 12.86 17.36 7.82  -0.95
C: 11.64 16.43 7.88  -0.67
C: 12.95 18.33 10.01  0.80
C: 13.19 19.62 10.81  -1.49
N: 12.98 17.16 10.53  -0.62
H: 11.35 21.16 6.76  0.33
H: 10.93 20.69 8.44  0.06
H: 10.86 19.48 7.25  0.31
H: 13.34 20.57 8.45  0.51
H: 13.47 19.49 7.08  0.47
H: 13.68 16.76 8.15  0.51
H: 12.99 17.71 6.77  0.42
H: 10.95 16.85 8.68  -0.05
H: 11.91 15.44 8.26  0.29
H: 11.08 16.35 6.94  0.44
H: 13.35 19.35 11.88  0.38
H: 12.39 20.36 10.78  0.27
H: 14.18 20.09 10.67  0.35
H: 13.13 17.28 11.53  0.24
Cl: 8.69 22.57 9.87  -0.18
C: 8.22 20.89 9.76  0.01
C: 7.14 20.48 9.03  -0.41
C: 6.97 19.09 8.87  -0.92
C: 7.92 18.22 9.38  0.15
N: 8.94 18.59 10.13  0.68
C: 9.09 19.89 10.28  -0.90
H: 6.41 21.20 8.67  0.46
H: 6.21 18.70 8.26  0.54
H: 7.93 17.09 9.23  -0.03
H: 10.01 20.15 10.85  0.59


(6)
Here is a gas-phase ion, H4N2O3P (charge -1) at a distorted geometry from OMol25. Energies are from wB97M-V/def2-TZVPD.

Structure (SMILES) = N[P@@](=O)([O-])NO
Charge = -1
LUMO energy = 0.164 Ha
E = -679.08494 Ha
HOMO energy = -4.266 eV
Energy above the lowest of the compared OMol25 structures with the same formula, charge and spin = 8.5 kJ/mol

Last column: natural (NBO) charge in e.
Element x y z (Å)
N: 0.92 0.08 1.30  -1.21
P: -0.51 -0.15 0.37  2.35
O: -1.26 -1.12 1.13  -1.16
O: -1.18 1.13 -0.10  -1.20
N: 0.21 -0.69 -1.14  -0.71
O: 0.14 0.30 -2.21  -0.62
H: 1.45 0.90 1.30  0.36
H: 0.67 0.12 2.30  0.36
H: -0.27 -1.53 -1.39  0.34
H: -0.14 0.97 -1.57  0.48


(7)
Here is 2 unconnected molecules or ions with the total composition C2S4 at a distorted geometry from OMol25. Energies are from wB97M-V/def2-TZVPD.

LUMO energy = -0.013 Ha
E = -1668.94663 Ha
HOMO energy = -9.476 eV
Energy above the lowest of the compared OMol25 structures with the same formula, charge and spin = 23.9 kJ/mol

Last column: natural (NBO) charge in e.
Element x y z (Å)
C: 0.88 -1.47 -0.35  -0.39
C: -0.76 1.49 0.46  -0.39
S: 0.56 -1.13 -1.79  0.22
S: -0.18 2.71 -0.28  0.20
S: 1.24 -1.98 1.09  0.16
S: -1.74 0.37 0.87  0.19


(8)
Here is 2 unconnected molecules or ions with the total composition CHBr2NO2 at a distorted geometry from OMol25. Energies are from wB97M-V/def2-TZVPD.

Structure (SMILES) = N#CBr.OOBr
LUMO energy = -0.001 Ha
E = -5391.77464 Ha
HOMO energy = -10.019 eV
Energy above the lowest of the compared OMol25 structures with the same formula, charge and spin = 186.0 kJ/mol

Last column: natural (NBO) charge in e.
Element x y z (Å)
N: 0.28 1.29 -1.02  -0.38
C: -0.74 1.07 -0.54  0.13
Br: -2.37 0.80 0.17  0.25
O: 1.46 -0.37 0.63  -0.41
O: 0.26 -0.98 0.85  -0.38
Br: -0.21 -2.22 -0.28  0.32
H: 1.33 0.41 0.19  0.47


LUMO energy of number 1 (C6H10O)?
0.040 Ha